<i>
{"formula": "C48H72O24", "method": "the ωB97M-V functional and the def2-TZVPD basis", "homo_energy_ev": -9.989, "lumo_energy_ev": 0.11, "smiles": "O=C1CCCO1.O=C1CCCO1.O=C1CCCO1.O=C1CCCO1.O=C1CCCO1.O=C1CCCO1.O=C1CCCO1.O=C1CCCO1.O=C1CCCO1.O=C1CCCO1.O=C1CCCO1.O=C1CCCO1", "species": ["O", "C", "C", "C", "C", "O", "H", "H", "H", "H", "H", "H", "O", "C", "C", "C", "C", "O", "H", "H", "H", "H", "H", "H", "O", "C", "C", "C", "C", "O", "H", "H", "H", "H", "H", "H", "O", "C", "C", "C", "C", "O", "H", "H", "H", "H", "H", "H", "O", "C", "C", "C", "C", "O", "H", "H", "H", "H", "H", "H", "O", "C", "C", "C", "C", "O", "H", "H", "H", "H", "H", "H", "O", "C", "C", "C", "C", "O", "H", "H", "H", "H", "H", "H", "O", "C", "C", "C", "C", "O", "H", "H", "H", "H", "H", "H", "O", "C", "C", "C", "C", "O", "H", "H", "H", "H", "H", "H", "O", "C", "C", "C", "C", "O", "H", "H", "H", "H", "H", "H", "O", "C", "C", "C", "C", "O", "H", "H", "H", "H", "H", "H", "O", "C", "C", "C", "C", "O", "H", "H", "H", "H", "H", "H"], "positions_angstrom": [[-2.12, -1.32, 5.26], [-1.05, -1.39, 4.72], [-0.53, -2.50, 3.85], [0.98, -2.22, 3.71], [1.05, -0.71, 4.06], [-0.12, -0.40, 4.81], [-0.78, -3.49, 4.20], [-0.96, -2.40, 2.85], [1.56, -2.72, 4.49], [1.38, -2.45, 2.73], [1.94, -0.47, 4.65], [1.20, -0.09, 3.17], [-0.17, -2.72, 0.59], [-0.07, -1.57, 0.29], [0.90, -0.97, -0.72], [0.50, 0.49, -0.74], [-0.23, 0.69, 0.59], [-0.70, -0.63, 0.97], [1.91, -1.15, -0.34], [0.72, -1.50, -1.65], [1.31, 1.21, -0.85], [-0.16, 0.65, -1.60], [0.47, 0.99, 1.37], [-1.04, 1.40, 0.51], [-0.32, 5.78, 1.45], [-1.51, 5.69, 1.53], [-2.43, 4.79, 0.74], [-3.80, 5.44, 0.95], [-3.61, 6.15, 2.29], [-2.21, 6.47, 2.35], [-2.14, 4.74, -0.30], [-2.43, 3.79, 1.19], [-3.89, 6.23, 0.20], [-4.63, 4.76, 0.90], [-4.21, 7.05, 2.37], [-3.83, 5.48, 3.12], [-0.52, -1.46, -4.61], [-1.17, -0.53, -4.26], [-1.68, 0.60, -5.12], [-2.34, 1.55, -4.14], [-2.58, 0.71, -2.89], [-1.72, -0.45, -3.03], [-0.87, 1.05, -5.70], [-2.40, 0.22, -5.85], [-1.65, 2.36, -3.88], [-3.22, 2.07, -4.51], [-2.34, 1.26, -1.98], [-3.58, 0.30, -2.83], [2.37, 2.16, 2.79], [2.48, 3.20, 2.22], [2.31, 3.49, 0.73], [3.13, 4.77, 0.54], [3.03, 5.41, 1.92], [2.91, 4.30, 2.86], [2.65, 2.60, 0.21], [1.23, 3.49, 0.53], [4.13, 4.49, 0.21], [2.71, 5.44, -0.21], [3.77, 6.16, 2.14], [2.05, 5.91, 1.94], [-5.27, 2.55, 1.59], [-5.15, 1.46, 2.02], [-4.26, 0.34, 1.53], [-4.62, -0.87, 2.36], [-5.91, -0.39, 3.07], [-5.93, 1.02, 3.03], [-4.43, 0.20, 0.47], [-3.24, 0.69, 1.65], [-4.87, -1.74, 1.76], [-3.87, -1.11, 3.11], [-6.81, -0.76, 2.56], [-6.03, -0.76, 4.09], [-1.81, 1.99, 2.78], [-1.99, 2.52, 3.83], [-2.56, 1.91, 5.08], [-3.07, 3.13, 5.84], [-2.11, 4.22, 5.36], [-1.74, 3.82, 4.03], [-3.25, 1.08, 4.94], [-1.70, 1.44, 5.56], [-4.12, 3.34, 5.65], [-3.01, 2.94, 6.91], [-2.64, 5.18, 5.32], [-1.24, 4.34, 5.99], [4.70, 2.40, -3.39], [4.33, 1.42, -3.89], [3.27, 0.44, -3.43], [3.08, -0.49, -4.63], [4.40, -0.34, -5.38], [4.90, 0.97, -5.03], [3.74, -0.12, -2.61], [2.44, 0.94, -2.95], [2.82, -1.50, -4.32], [2.28, -0.09, -5.26], [5.16, -1.08, -5.12], [4.23, -0.39, -6.45], [1.10, -6.06, -7.51], [0.79, -5.57, -6.49], [1.68, -5.17, -5.34], [0.75, -4.41, -4.39], [-0.64, -4.89, -4.79], [-0.50, -5.29, -6.19], [2.12, -6.06, -4.89], [2.51, -4.58, -5.74], [0.93, -4.62, -3.34], [0.89, -3.34, -4.54], [-0.99, -5.77, -4.26], [-1.37, -4.09, -4.84], [3.28, -6.43, 0.62], [3.75, -5.45, 0.15], [3.29, -4.02, 0.36], [4.04, -3.21, -0.68], [5.19, -4.18, -1.11], [4.79, -5.50, -0.70], [2.21, -3.97, 0.26], [3.53, -3.65, 1.36], [3.46, -2.87, -1.53], [4.59, -2.39, -0.22], [5.40, -4.13, -2.17], [6.08, -3.96, -0.52], [-5.56, -0.64, -1.19], [-4.98, -1.63, -1.50], [-5.01, -2.36, -2.83], [-4.21, -3.65, -2.55], [-3.33, -3.25, -1.37], [-4.08, -2.21, -0.69], [-6.00, -2.59, -3.18], [-4.42, -1.71, -3.49], [-4.84, -4.48, -2.25], [-3.63, -3.93, -3.43], [-3.25, -4.08, -0.67], [-2.32, -2.91, -1.59], [3.80, 0.61, -0.27], [4.32, 0.28, 0.76], [5.39, 1.06, 1.52], [5.28, 0.47, 2.92], [4.76, -0.93, 2.64], [3.94, -0.80, 1.47], [6.32, 0.83, 0.99], [5.14, 2.11, 1.45], [6.23, 0.52, 3.44], [4.51, 1.03, 3.46], [5.54, -1.69, 2.47], [4.18, -1.28, 3.49]]}


<ii>
{"formula": "C48H72O24", "method": "the ωB97M-V functional and the def2-TZVPD basis", "homo_energy_ev": -9.427, "lumo_energy_ev": 0.24, "smiles": "O=C1CCCO1.O=C1CCCO1.O=C1CCCO1.O=C1CCCO1.O=C1CCCO1.O=C1CCCO1.O=C1CCCO1.O=C1CCCO1.O=C1CCCO1.O=C1CCCO1.O=C1CCCO1.O=C1CCCO1", "species": ["O", "C", "C", "C", "C", "O", "H", "H", "H", "H", "H", "H", "O", "C", "C", "C", "C", "O", "H", "H", "H", "H", "H", "H", "O", "C", "C", "C", "C", "O", "H", "H", "H", "H", "H", "H", "O", "C", "C", "C", "C", "O", "H", "H", "H", "H", "H", "H", "O", "C", "C", "C", "C", "O", "H", "H", "H", "H", "H", "H", "O", "C", "C", "C", "C", "O", "H", "H", "H", "H", "H", "H", "O", "C", "C", "C", "C", "O", "H", "H", "H", "H", "H", "H", "O", "C", "C", "C", "C", "O", "H", "H", "H", "H", "H", "H", "O", "C", "C", "C", "C", "O", "H", "H", "H", "H", "H", "H", "O", "C", "C", "C", "C", "O", "H", "H", "H", "H", "H", "H", "O", "C", "C", "C", "C", "O", "H", "H", "H", "H", "H", "H", "O", "C", "C", "C", "C", "O", "H", "H", "H", "H", "H", "H"], "positions_angstrom": [[1.47, -1.73, -4.46], [2.45, -1.17, -4.04], [3.42, -1.36, -2.82], [4.24, -0.05, -2.86], [4.07, 0.45, -4.26], [2.80, -0.05, -4.69], [2.74, -1.50, -1.95], [3.98, -2.26, -2.95], [3.85, 0.70, -2.15], [5.30, -0.17, -2.55], [3.97, 1.53, -4.24], [4.84, 0.06, -4.93], [5.66, -3.19, -1.20], [5.39, -3.22, -0.04], [5.62, -2.18, 1.01], [4.77, -2.51, 2.18], [4.73, -4.07, 1.96], [4.76, -4.28, 0.52], [6.71, -2.29, 1.15], [5.43, -1.16, 0.62], [5.08, -2.26, 3.20], [3.76, -2.15, 2.06], [5.68, -4.54, 2.39], [3.82, -4.43, 2.44], [1.76, -4.21, 3.41], [0.85, -4.11, 2.60], [-0.27, -3.12, 2.42], [-1.04, -3.52, 1.23], [-0.07, -4.48, 0.54], [0.78, -4.93, 1.59], [-0.79, -2.97, 3.38], [0.17, -2.14, 2.23], [-1.98, -3.91, 1.61], [-1.25, -2.67, 0.63], [-0.62, -5.29, 0.07], [0.60, -4.05, -0.18], [-3.32, 6.65, 1.59], [-3.60, 5.54, 1.22], [-2.69, 4.43, 0.67], [-3.74, 3.43, 0.14], [-4.98, 3.73, 0.91], [-4.82, 5.03, 1.45], [-1.99, 4.75, -0.13], [-2.05, 4.07, 1.49], [-3.75, 3.64, -0.92], [-3.46, 2.37, 0.21], [-5.94, 3.69, 0.29], [-5.05, 3.04, 1.78], [-2.36, -3.44, -1.70], [-3.33, -4.11, -1.58], [-3.44, -5.49, -0.90], [-4.83, -5.89, -0.96], [-5.49, -4.88, -1.98], [-4.50, -3.83, -2.22], [-2.79, -6.14, -1.43], [-3.00, -5.33, 0.14], [-5.05, -6.94, -1.25], [-5.38, -5.76, -0.07], [-5.71, -5.27, -2.96], [-6.47, -4.34, -1.74], [-4.42, 0.36, -2.63], [-4.46, 0.04, -1.47], [-5.69, 0.09, -0.49], [-5.21, -0.86, 0.66], [-3.71, -0.81, 0.50], [-3.47, -0.63, -0.88], [-5.85, 1.16, -0.11], [-6.63, -0.26, -0.93], [-5.49, -0.76, 1.73], [-5.49, -1.86, 0.31], [-3.27, -0.02, 1.08], [-3.21, -1.72, 0.75], [5.36, 0.85, -0.09], [5.27, 1.92, 0.45], [5.85, 2.32, 1.77], [5.00, 3.54, 2.09], [4.52, 4.03, 0.69], [4.46, 2.85, -0.15], [5.78, 1.46, 2.44], [6.90, 2.55, 1.59], [4.20, 3.30, 2.73], [5.60, 4.40, 2.47], [3.54, 4.54, 0.71], [5.29, 4.75, 0.31], [-2.49, -6.24, -4.02], [-1.39, -5.81, -4.07], [-0.60, -5.27, -5.29], [0.84, -5.57, -4.92], [0.78, -5.31, -3.40], [-0.58, -5.83, -2.99], [-1.06, -5.78, -6.15], [-0.88, -4.23, -5.40], [1.16, -6.61, -5.15], [1.57, -4.89, -5.34], [1.54, -5.74, -2.78], [0.72, -4.24, -3.26], [1.61, -1.57, 0.16], [1.27, -0.43, 0.32], [-0.09, 0.12, 0.59], [0.03, 1.63, 0.43], [1.56, 1.84, 0.56], [2.12, 0.59, 0.20], [-0.80, -0.36, -0.04], [-0.57, -0.13, 1.58], [-0.32, 1.95, -0.52], [-0.58, 2.24, 1.21], [1.98, 2.59, -0.13], [1.91, 2.16, 1.57], [2.05, 2.10, -2.79], [0.99, 1.73, -3.27], [0.15, 2.12, -4.48], [-0.75, 0.91, -4.75], [-0.90, 0.33, -3.40], [0.26, 0.77, -2.66], [-0.49, 2.94, -4.10], [0.70, 2.54, -5.30], [-1.73, 1.26, -5.10], [-0.33, 0.17, -5.41], [-1.77, 0.65, -2.80], [-0.87, -0.72, -3.48], [-2.13, 1.06, 3.28], [-1.66, 1.63, 4.23], [-0.58, 1.09, 5.10], [-0.77, 1.87, 6.45], [-1.46, 3.15, 5.93], [-2.25, 2.73, 4.73], [-0.54, 0.01, 5.17], [0.38, 1.31, 4.64], [-1.54, 1.37, 7.04], [0.07, 2.05, 7.10], [-2.05, 3.60, 6.67], [-0.65, 3.82, 5.62], [1.28, 4.79, 2.61], [0.64, 5.78, 2.43], [-0.50, 6.33, 3.21], [-0.50, 7.82, 2.76], [-0.05, 7.67, 1.36], [1.00, 6.65, 1.46], [-1.45, 5.83, 3.01], [-0.31, 6.22, 4.25], [-1.49, 8.29, 2.93], [0.27, 8.37, 3.41], [-0.85, 7.18, 0.79], [0.31, 8.50, 0.75]]}


Most favorable structure: <i>. The second most favorable one is 0.0880 hartree above it.


<i>
{"formula": "C2H10NOS", "method": "the ωB97M-V functional and the def2-TZVPD basis", "homo_energy_ev": -12.749, "lumo_energy_ev": -3.80, "total_charge": 1, "species": ["C", "C", "S", "N", "H", "H", "H", "H", "H", "H", "H", "H", "H", "H", "O"], "positions_angstrom": [[0.51, -0.36, 0.29], [0.62, -0.28, -1.20], [-0.84, -1.08, -2.02], [1.73, 0.37, 0.90], [0.60, -1.34, 0.73], [-0.39, 0.16, 0.61], [1.34, -0.79, -1.83], [0.66, 0.75, -1.56], [-1.85, -0.66, -1.25], [1.59, 0.63, 1.87], [1.86, 1.26, 0.41], [2.59, -0.17, 0.84], [-2.86, -0.31, 0.87], [-3.06, 1.29, 0.74], [-2.49, 0.53, 0.59]]}


<ii>
{"formula": "C2H10NOS", "method": "the ωB97M-V functional and the def2-TZVPD basis", "homo_energy_ev": -13.771, "lumo_energy_ev": -3.49, "total_charge": 1, "species": ["C", "C", "S", "N", "H", "H", "H", "H", "H", "H", "H", "H", "H", "H", "O"], "positions_angstrom": [[0.72, 0.37, -0.46], [-0.05, 1.69, -0.60], [-1.26, 1.43, 0.80], [-0.17, -0.88, -0.66], [1.34, 0.31, 0.41], [1.42, 0.30, -1.31], [-0.63, 1.73, -1.52], [0.64, 2.48, -0.42], [-2.15, 2.48, 0.74], [-1.09, -0.54, -0.31], [0.07, -1.61, 0.06], [-0.10, -1.19, -1.64], [0.97, -2.52, 1.16], [0.18, -1.65, 2.19], [0.10, -2.39, 1.56]]}


<iii>
{"formula": "C2H10NOS", "method": "the ωB97M-V functional and the def2-TZVPD basis", "homo_energy_ev": -12.836, "lumo_energy_ev": -3.80, "total_charge": 1, "species": ["C", "C", "S", "N", "H", "H", "H", "H", "H", "H", "H", "H", "H", "H", "O"], "positions_angstrom": [[0.17, 0.79, -0.63], [1.14, -0.20, -0.05], [0.39, -1.32, 1.15], [0.88, 1.78, -1.59], [-0.38, 1.38, 0.08], [-0.60, 0.28, -1.18], [1.93, 0.30, 0.53], [1.75, -0.71, -0.79], [-0.32, -1.96, 0.21], [0.42, 1.80, -2.49], [1.89, 1.62, -1.61], [0.89, 2.65, -1.06], [-2.89, 0.36, 0.98], [-2.77, -0.87, -0.10], [-2.46, -0.01, 0.20]]}


Most favorable structure: <i>. The second most favorable one is 0.0024 hartree above it.


<i>
{"formula": "C3H8IN2O", "method": "the ωB97M-V functional and the def2-TZVPD basis", "homo_energy_ev": -14.129, "lumo_energy_ev": -4.83, "total_charge": 1, "species": ["C", "C", "C", "N", "N", "O", "I", "H", "H", "H", "H", "H", "H", "H", "H"], "positions_angstrom": [[-0.04, -1.05, 1.32], [-0.23, -1.15, -1.29], [0.27, -0.55, -0.06], [0.17, 2.29, 0.20], [-0.48, 1.27, -0.20], [-1.55, 1.17, -0.68], [2.46, -0.13, -0.28], [0.03, -2.02, 1.60], [-1.06, -0.77, 1.54], [0.61, -0.44, 1.93], [-0.06, -2.13, -0.96], [0.25, -0.85, -2.19], [-1.29, -1.21, -1.43], [1.23, 2.32, 0.12], [-0.29, 3.23, 0.38]]}


<ii>
{"formula": "C3H8IN2O", "method": "the ωB97M-V functional and the def2-TZVPD basis", "homo_energy_ev": -13.381, "lumo_energy_ev": -5.00, "smiles": "C[C@@](N)(I)C(=[NH2+])O", "total_charge": 1, "species": ["C", "C", "N", "I", "C", "N", "O", "H", "H", "H", "H", "H", "H", "H", "H"], "positions_angstrom": [[0.81, 0.22, -1.28], [-0.30, 0.44, -0.16], [-0.21, 1.70, 0.31], [-2.47, -0.12, -1.16], [-0.15, -0.64, 0.89], [-0.31, -1.89, 0.55], [0.27, -0.32, 2.02], [0.71, 0.95, -2.17], [1.72, 0.30, -0.60], [0.66, -0.85, -1.73], [0.28, 2.34, -0.33], [-0.96, 2.03, 0.86], [-0.48, -2.11, -0.43], [0.00, -2.63, 1.17], [0.40, 0.58, 2.07]]}


Most favorable structure: <ii>. The second most favorable one is 0.1544 hartree above it.


<i>
{"formula": "C23H29N3O5S", "method": "the ωB97M-V functional and the def2-TZVPD basis", "homo_energy_ev": -8.302, "lumo_energy_ev": -0.24, "smiles": "CCOC(=O)N1CCN(C(=O)CN(c2cccc(C)c2)S(=O)(=O)c2ccc(C)cc2)CC1", "species": ["C", "C", "O", "C", "O", "N", "C", "C", "N", "C", "O", "C", "N", "C", "C", "C", "C", "C", "C", "C", "S", "O", "O", "C", "C", "C", "C", "C", "C", "C", "C", "C", "H", "H", "H", "H", "H", "H", "H", "H", "H", "H", "H", "H", "H", "H", "H", "H", "H", "H", "H", "H", "H", "H", "H", "H", "H", "H", "H", "H", "H"], "positions_angstrom": [[-7.58, -1.96, -0.36], [-7.02, -0.53, -0.44], [-5.72, -0.68, -0.48], [-5.26, 0.58, 0.13], [-5.94, 1.53, 0.48], [-3.89, 0.60, 0.12], [-3.15, 1.79, 0.43], [-2.43, 2.26, -0.85], [-1.48, 0.87, -1.29], [-0.16, 0.99, -0.90], [0.41, -0.13, -1.40], [0.51, 2.00, -0.12], [1.68, 1.32, 0.62], [2.93, 1.41, 0.20], [3.98, 1.73, 1.11], [5.19, 1.69, 0.80], [5.57, 1.43, -0.79], [4.58, 1.33, -1.53], [4.96, 0.89, -3.09], [3.39, 1.40, -1.29], [1.12, 0.23, 1.49], [1.92, 0.45, 2.85], [-0.30, 0.23, 1.66], [1.58, -1.39, 0.90], [2.98, -1.44, 0.78], [3.30, -2.86, 0.00], [2.29, -3.75, 0.05], [2.56, -5.13, -0.78], [0.94, -3.38, 0.00], [0.50, -2.08, 0.64], [-2.26, -0.08, -1.52], [-2.87, -0.47, -0.31], [-7.15, -2.41, -1.25], [-8.57, -2.01, -0.25], [-7.29, -2.52, 0.40], [-7.44, 0.13, 0.37], [-7.40, -0.05, -1.40], [-3.74, 2.51, 0.83], [-2.44, 1.73, 1.34], [-1.76, 3.00, -0.66], [-3.13, 2.37, -1.50], [-0.04, 2.68, 0.33], [0.88, 2.78, -0.93], [3.66, 1.77, 2.27], [6.09, 1.88, 1.12], [6.74, 1.45, -1.02], [5.92, 1.71, -3.38], [4.08, 1.42, -3.62], [5.08, -0.04, -3.22], [2.51, 1.25, -2.00], [3.84, -1.10, 1.09], [4.40, -3.23, 0.08], [1.98, -5.45, -1.65], [3.59, -5.05, -1.19], [2.65, -5.95, -0.09], [0.05, -4.05, -0.06], [-0.33, -2.01, 0.86], [-1.58, -0.88, -1.83], [-2.94, 0.20, -2.08], [-3.63, -1.48, -0.30], [-2.22, -0.83, 0.70]]}


<ii>
{"formula": "C23H29N3O5S", "method": "the ωB97M-V functional and the def2-TZVPD basis", "homo_energy_ev": -8.018, "lumo_energy_ev": 0.18, "smiles": "CCOC(=O)N1CCN(CC(=O)Nc2sc(CC)cc2C(=O)c2ccc(OC)cc2)CC1", "species": ["C", "C", "O", "C", "O", "N", "C", "C", "N", "C", "C", "O", "N", "C", "S", "C", "C", "C", "C", "C", "C", "O", "C", "C", "C", "C", "O", "C", "C", "C", "C", "C", "H", "H", "H", "H", "H", "H", "H", "H", "H", "H", "H", "H", "H", "H", "H", "H", "H", "H", "H", "H", "H", "H", "H", "H", "H", "H", "H", "H", "H"], "positions_angstrom": [[-7.19, -1.91, -1.76], [-6.70, -1.51, -0.38], [-5.39, -0.95, -0.52], [-4.82, -0.55, 0.65], [-5.37, -0.63, 1.72], [-3.56, -0.10, 0.47], [-2.95, 0.16, -0.82], [-2.90, 1.68, -1.05], [-2.15, 2.28, 0.04], [-1.69, 3.63, -0.18], [-0.16, 3.67, -0.26], [0.49, 4.68, -0.41], [0.40, 2.45, -0.14], [1.74, 2.23, -0.16], [2.86, 3.52, -0.32], [4.19, 2.39, -0.20], [5.60, 2.90, -0.22], [5.92, 3.68, 1.06], [3.77, 1.12, -0.07], [2.34, 0.99, -0.06], [1.56, -0.22, 0.07], [0.34, -0.19, 0.27], [2.26, -1.52, -0.03], [1.90, -2.55, 0.83], [2.51, -3.79, 0.76], [3.50, -4.02, -0.19], [4.17, -5.19, -0.35], [3.86, -6.27, 0.50], [3.84, -3.00, -1.09], [3.23, -1.77, -1.00], [-2.79, 2.04, 1.32], [-2.85, 0.53, 1.56], [-6.51, -2.64, -2.20], [-8.18, -2.34, -1.69], [-7.23, -1.04, -2.41], [-7.36, -0.77, 0.08], [-6.64, -2.38, 0.28], [-1.93, -0.24, -0.79], [-3.53, -0.33, -1.60], [-3.92, 2.07, -1.11], [-2.38, 1.88, -1.99], [-2.00, 4.31, 0.62], [-2.08, 4.05, -1.12], [-0.21, 1.63, 0.01], [6.28, 2.05, -0.31], [5.74, 3.55, -1.08], [5.79, 3.04, 1.93], [5.25, 4.53, 1.15], [6.94, 4.04, 1.03], [4.43, 0.28, 0.05], [1.13, -2.37, 1.56], [2.22, -4.56, 1.46], [4.06, -6.03, 1.55], [2.82, -6.58, 0.39], [4.51, -7.09, 0.19], [4.58, -3.21, -1.84], [3.49, -1.00, -1.72], [-3.81, 2.45, 1.36], [-2.19, 2.50, 2.11], [-1.84, 0.12, 1.59], [-3.38, 0.30, 2.49]]}


Most favorable structure: <ii>. The second most favorable one is 0.8105 hartree above it.